No. 1
Formula: C2H8NO
Source: the OMol25 dataset
Level of theory: ωB97M-V/def2-TZVPD

Properties
Molecular weight (Da): 62.092
HOMO level (Ha): -0.529
ΔE to the lowest compared entry with this formula, charge and spin (kcal/mol): 52.1

Structure (ORCA input):
```
! wB97M-V def2-TZVPD RIJCOSX def2/J DEFGRID3
* xyz 1 1
N 1.783 -0.516 -0.249
H 2.462 0.148 -0.519
H 1.033 -0.465 -0.954
H 1.958 -1.553 0.024
H 1.445 -0.317 0.713
C -0.980 -0.197 1.193
C -0.703 0.767 0.265
O -0.615 0.244 -1.082
H -1.299 -0.039 2.209
H -0.982 -1.300 0.956
H -0.508 1.787 0.641
H -1.571 -0.022 -1.419
*
```

natural (NBO) atomic charge list, values in e, 4 entries: -0.906, 0.454, 0.480, 0.470

***

No. 2
Formula: C2H3N3S
Source: the OMol25 dataset
Level of theory: ωB97M-V/def2-TZVPD

Properties
Molecular weight (Da): 101.134
SMILES: Sn1cnnc1
HOMO level (Ha): -0.361
ΔE to the lowest compared entry with this formula, charge and spin (kcal/mol): 24.2

Structure (ORCA input):
```
! wB97M-V def2-TZVPD RIJCOSX def2/J DEFGRID3
* xyz 0 1
S 2.035 0.010 -0.196
N 0.356 -0.046 -0.132
C -0.527 -1.095 -0.096
N -1.741 -0.638 -0.110
N -1.722 0.704 -0.118
C -0.451 1.073 -0.119
H 2.276 -0.022 1.075
H -0.122 -2.054 -0.207
H -0.104 2.068 -0.096
*
```

natural (NBO) atomic charge list, values in e, 4 entries: 0.251, -0.529, 0.146, -0.268

***

No. 3
Formula: C6H25NO6
Source: the OMol25 dataset
Level of theory: ωB97M-V/def2-TZVPD

Properties
Molecular weight (Da): 207.267
SMILES: CC(C)CCNCO.O.O.O.O.O
HOMO level (Ha): -0.321
ΔE to the lowest compared entry with this formula, charge and spin (kcal/mol): 55.2

Structure (ORCA input):
```
! wB97M-V def2-TZVPD RIJCOSX def2/J DEFGRID3
* xyz 0 1
C -1.248 -2.160 0.741
C -0.050 -1.224 0.808
C 0.645 -1.454 2.185
C 1.013 -1.505 -0.283
C 0.525 -1.297 -1.712
N 0.607 0.110 -2.145
C -0.616 0.780 -2.568
O -1.408 1.166 -1.422
H -0.943 -3.063 0.228
H -1.866 -2.375 1.629
H -1.867 -1.682 -0.020
H -0.417 -0.195 0.529
H 0.322 -0.779 2.988
H 0.475 -2.510 2.466
H 1.727 -1.335 2.172
H 1.359 -2.545 -0.337
H 1.861 -0.781 -0.071
H -0.472 -1.759 -1.832
H 1.088 -1.934 -2.419
H 1.001 0.716 -1.414
H -1.297 0.127 -3.093
H -0.313 1.745 -2.995
H -0.896 1.728 -0.827
O -3.418 -0.519 -1.096
H -2.458 -0.403 -1.146
H -3.630 0.281 -1.596
O 2.632 3.055 0.998
H 1.903 3.215 0.395
H 2.459 2.532 1.778
O 0.070 2.914 0.077
H 0.141 2.343 0.858
H -0.358 3.691 0.471
O -2.170 1.267 1.493
H -2.857 0.630 1.247
H -2.546 2.151 1.476
O 3.356 -0.229 0.901
H 3.672 -1.132 0.962
H 3.976 0.427 0.572
*
```

natural (NBO) atomic charge list, values in e, 4 entries: -0.626, -0.237, -0.610, -0.443

***

No. 4
Formula: C25H31N3OP2Tl
Source: the OMol25 dataset
Level of theory: ωB97M-V/def2-TZVPD

Properties
Molecular weight (Da): 655.874
HOMO level (Ha): -0.302
ΔE to the lowest compared entry with this formula, charge and spin (kcal/mol): 89.9

Structure (ORCA input):
```
! wB97M-V def2-TZVPD RIJCOSX def2/J DEFGRID3
* xyz 1 1
C 3.048 -3.474 -0.331
C 2.120 -2.708 -1.016
C 0.709 -2.967 -0.740
C 0.284 -3.896 0.299
C 1.315 -4.094 1.277
C 2.646 -4.069 0.902
C -1.087 -4.206 0.431
C -2.037 -3.307 -0.195
C -1.548 -2.520 -1.292
C -2.460 -1.995 -2.256
C -3.805 -2.173 -2.075
C -4.244 -2.551 -0.792
C -3.328 -2.915 0.198
H 4.101 -3.490 -0.631
H 1.024 -4.512 2.270
H 3.433 -4.471 1.539
H -1.359 -4.346 1.463
H -4.523 -1.906 -2.856
H -5.312 -2.512 -0.580
H -3.650 -3.078 1.227
N -0.224 -2.366 -1.504
Tl 0.084 -1.228 3.407
C 2.574 -1.531 -1.755
H 2.196 -1.481 -2.755
H 3.641 -1.406 -1.748
C -1.931 -1.174 -3.386
H -1.192 -1.718 -3.935
H -2.715 -0.898 -4.061
P 1.923 0.058 -0.914
P -1.263 0.382 -2.867
C -2.135 0.986 -1.391
H -1.643 1.870 -0.953
H -3.157 1.288 -1.665
H -2.188 0.199 -0.619
C -1.449 1.515 -4.242
H -2.503 1.507 -4.552
H -1.167 2.526 -3.927
H -0.808 1.168 -5.063
C 2.011 -0.411 0.885
H 3.059 -0.432 1.227
H 1.463 0.373 1.435
H 1.556 -1.408 1.047
C 3.445 1.023 -0.988
H 3.298 1.971 -0.472
H 4.243 0.466 -0.499
H 3.683 1.214 -2.033
H -1.084 0.313 2.569
H 0.094 0.165 -2.493
N 0.521 6.611 2.194
C 0.442 5.819 3.329
O 0.313 6.300 4.450
C 0.432 4.364 3.149
C 0.061 3.807 1.915
C -0.140 2.416 1.874
N -0.091 1.663 3.019
C 0.352 2.202 4.197
C 0.602 3.570 4.327
H 0.706 7.562 2.392
H 0.855 6.251 1.312
H -0.140 4.372 0.980
H -0.401 1.857 0.967
H 0.464 1.487 5.006
H 0.884 3.938 5.300
*
```

natural (NBO) atomic charge list, values in e, 4 entries: -0.194, 0.003, 0.155, -0.049

***

No. 5
Formula: C8H10N2O5
Source: the OMol25 dataset
Level of theory: ωB97M-V/def2-TZVPD

Properties
Molecular weight (Da): 214.177
SMILES: CC(=O)[C@@](C)(/C=C\C=C=[N+]([O-])O)[N+](=O)[O-]
HOMO level (spin up / spin down) (Ha): -0.337 / -0.337
ΔE to the lowest compared entry with this formula, charge and spin (kcal/mol): 234.8

Structure (ORCA input):
```
! wB97M-V def2-TZVPD RIJCOSX def2/J DEFGRID3
* xyz 0 1
C -0.278 0.185 -2.034
C 0.046 0.661 -0.666
O -0.434 1.680 -0.215
C 1.185 -0.069 0.143
C 2.539 0.275 -0.447
C 1.044 0.358 1.590
C 0.017 0.032 2.321
C -1.266 -0.531 1.868
C -1.797 -0.341 0.709
N -2.711 -0.202 -0.178
O -2.910 -0.754 -1.283
O -3.448 1.026 0.026
N 1.146 -1.554 -0.094
O 0.818 -2.253 0.828
O 1.433 -2.001 -1.181
H 0.523 0.343 -2.653
H -1.141 0.847 -2.447
H -0.499 -0.936 -2.181
H 3.247 -0.438 -0.207
H 2.779 1.320 -0.215
H 2.560 0.202 -1.519
H 1.804 1.096 1.732
H -0.056 0.273 3.354
H -1.793 -1.081 2.661
H -2.809 1.864 0.088
*
```

natural (NBO) atomic charge list, values in e, 4 entries: -0.753, 0.640, -0.576, -0.109

***

No. 6
Formula: C5H9N3O
Source: the OMol25 dataset
Level of theory: ωB97M-V/def2-TZVPD

Properties
Molecular weight (Da): 127.147
HOMO level (spin up / spin down) (Ha): -0.270 / -0.270
ΔE to the lowest compared entry with this formula, charge and spin (kcal/mol): 169.0

Structure (ORCA input):
```
! wB97M-V def2-TZVPD RIJCOSX def2/J DEFGRID3
* xyz 0 1
C 3.262 -0.583 -0.019
C 1.871 -0.666 0.003
C 0.761 -1.418 -0.355
C -1.499 -0.740 1.289
C -1.297 0.549 -0.964
N 3.258 0.695 0.475
N 1.842 0.733 0.358
N -0.708 0.013 0.284
O 0.321 -2.446 -0.723
H 4.112 -1.211 -0.102
H -2.491 -0.241 1.279
H -1.785 -1.786 0.991
H -0.803 -0.743 2.189
H -1.950 1.397 -0.644
H -0.492 0.957 -1.722
H -2.125 -0.053 -1.473
H 3.991 1.395 0.395
H 1.297 1.382 0.749
*
```

natural (NBO) atomic charge list, values in e, 4 entries: -0.014, -0.159, 0.735, -0.443

***

No. 7
Formula: C50H47As2BrINO2PSSc
Source: the OMol25 dataset
Level of theory: ωB97M-V/def2-TZVPD

Properties
Molecular weight (Da): 1158.580
HOMO level (Ha): -0.245

Structure (ORCA input):
```
! wB97M-V def2-TZVPD RIJCOSX def2/J DEFGRID3
* xyz 0 1
Sc 1.295 0.936 -0.160
C -1.008 1.701 3.754
C -0.045 0.549 3.793
C 0.445 0.140 5.055
C 1.256 -0.949 5.136
C 1.541 -1.683 3.964
C 2.305 -2.868 4.006
C 2.538 -3.569 2.857
C 2.017 -3.112 1.637
C 1.276 -1.950 1.549
S 0.607 -1.509 -0.007
C 1.023 -1.194 2.736
N 0.272 -0.055 2.670
H -0.697 2.500 4.428
H -1.990 1.361 4.092
H -1.106 2.095 2.747
H 0.174 0.705 5.938
H 1.680 -1.269 6.081
H 2.690 -3.207 4.960
H 3.125 -4.479 2.878
H 2.183 -3.677 0.728
I 0.519 3.222 -2.399
C 0.600 1.681 -3.879
C 0.059 1.956 -5.099
C 0.160 0.988 -6.120
C 0.815 -0.185 -5.881
C 1.409 -0.450 -4.623
C 2.166 -1.623 -4.412
C 2.834 -1.801 -3.233
C 2.694 -0.862 -2.193
C 1.878 0.254 -2.276
C 1.290 0.489 -3.552
H -0.436 2.898 -5.292
H -0.267 1.201 -7.091
H 0.917 -0.929 -6.662
H 2.233 -2.355 -5.208
H 3.448 -2.681 -3.081
H 3.242 -1.061 -1.276
C -2.982 0.558 1.101
As -1.532 1.357 0.040
C -2.504 1.408 -1.676
C -1.848 3.232 0.626
C -3.137 3.754 0.539
C -3.428 5.036 0.976
C -2.425 5.823 1.523
C -1.143 5.309 1.631
C -0.841 4.022 1.193
As 0.994 3.328 1.365
C 1.431 3.756 3.238
C 1.961 4.867 0.634
H -3.870 0.447 0.482
H -3.212 1.171 1.969
H -2.662 -0.428 1.431
H -3.111 2.307 -1.772
H -3.146 0.528 -1.715
H -1.815 1.367 -2.516
H -3.934 3.140 0.136
H -4.440 5.414 0.903
H -2.639 6.824 1.872
H -0.363 5.918 2.073
H 2.346 4.346 3.243
H 1.613 2.842 3.802
H 0.632 4.327 3.707
H 1.747 5.770 1.204
H 1.726 5.036 -0.414
H 3.027 4.648 0.712
Br 4.596 0.775 3.724
C 5.633 1.030 2.161
C 7.011 0.942 2.285
C 7.820 1.170 1.183
C 7.261 1.504 -0.041
C 5.887 1.599 -0.161
C 5.055 1.352 0.930
C 3.586 1.377 0.661
O 2.786 0.676 1.344
O 3.151 2.059 -0.309
H 7.441 0.688 3.244
H 8.894 1.088 1.287
H 7.896 1.682 -0.899
H 5.415 1.856 -1.100
C -1.574 -1.999 -2.739
P -2.321 -2.107 -1.051
C -4.124 -2.182 -1.436
C -4.710 -1.760 -2.625
C -6.092 -1.792 -2.782
C -6.904 -2.229 -1.749
C -6.330 -2.633 -0.548
C -4.956 -2.603 -0.394
C -2.081 -3.926 -0.799
C -1.284 -4.409 0.233
C -1.098 -5.776 0.402
C -1.729 -6.678 -0.439
C -2.552 -6.207 -1.455
C -2.720 -4.844 -1.636
H -1.809 -1.049 -3.221
H -1.890 -2.828 -3.373
H -0.492 -2.049 -2.596
H -4.088 -1.419 -3.444
H -6.535 -1.478 -3.719
H -7.978 -2.264 -1.879
H -6.959 -2.968 0.268
H -4.506 -2.926 0.540
H -0.797 -3.713 0.902
H -0.462 -6.139 1.201
H -1.593 -7.743 -0.301
H -3.068 -6.903 -2.106
H -3.363 -4.488 -2.432
*
```

Löwdin atomic charge list, values in e, 4 entries: 0.420, -0.045, -0.328, -0.025

***

No. 8
Formula: C2H2OS
Source: the OMol25 dataset
Level of theory: ωB97M-V/def2-TZVPD

Properties
Molecular weight (Da): 74.104
SMILES: O=CC=S
HOMO level (Ha): -0.355
ΔE to the lowest compared entry with this formula, charge and spin (kcal/mol): 4.1

Structure (ORCA input):
```
! wB97M-V def2-TZVPD RIJCOSX def2/J DEFGRID3
* xyz 0 1
O -1.870 -0.017 -0.066
C -0.708 -0.402 -0.014
C 0.557 0.481 -0.023
S 2.053 -0.177 -0.048
H -0.398 -1.482 0.087
H 0.367 1.598 0.065
*
```

natural (NBO) atomic charge list, values in e, 4 entries: -0.474, 0.365, -0.386, 0.151

***

No. 9
Formula: C2H5IN
Source: the OMol25 dataset
Level of theory: ωB97M-V/def2-TZVPD

Properties
<S²>: 2.0071
Molecular weight (Da): 169.973
HOMO level (spin up / spin down) (Ha): -0.468 / -0.529
ΔE to the lowest compared entry with this formula, charge and spin (kcal/mol): 0.0

Structure (ORCA input):
```
! wB97M-V def2-TZVPD RIJCOSX def2/J DEFGRID3
* xyz 1 3
C -0.022 -0.599 0.400
C -0.874 -0.343 -0.729
N -0.322 0.702 0.071
I -3.517 -0.224 0.045
H -0.354 -0.944 1.374
H 1.015 -0.913 0.128
H -1.077 -0.558 -1.817
H -0.982 1.096 0.677
H 0.245 1.466 -0.346
*
```

natural (NBO) atomic charge list, values in e, 4 entries: -0.270, -0.078, -0.541, 0.209

***

No. 10
Formula: BrH2NOS2
Source: the OMol25 dataset
Level of theory: ωB97M-V/def2-TZVPD

Properties
Molecular weight (Da): 176.060
HOMO level (Ha): -0.349
ΔE to the lowest compared entry with this formula, charge and spin (kcal/mol): 49.1

Structure (ORCA input):
```
! wB97M-V def2-TZVPD RIJCOSX def2/J DEFGRID3
* xyz 0 1
N 1.274 -0.280 -0.548
O 0.445 2.215 -0.224
S -1.327 -0.026 -0.944
S 0.309 0.818 -0.060
Br 3.033 -0.039 -0.053
H -0.345 -0.815 -1.084
H 0.473 0.760 1.447
*
```

natural (NBO) atomic charge list, values in e, 4 entries: -1.052, -0.908, -0.085, 1.635

***

No. 11
Formula: F3HOSi
Source: the OMol25 dataset
Level of theory: ωB97M-V/def2-TZVPD

Properties
Molecular weight (Da): 102.087
SMILES: O[Si](F)(F)F
HOMO level (Ha): -0.472
ΔE to the lowest compared entry with this formula, charge and spin (kcal/mol): 3.9

Structure (ORCA input):
```
! wB97M-V def2-TZVPD RIJCOSX def2/J DEFGRID3
* xyz 0 1
O 1.247 0.503 0.085
Si -0.364 0.017 0.191
F -1.301 1.161 -0.367
F -0.940 -0.511 1.537
F -0.478 -1.112 -0.904
H 1.836 -0.057 -0.543
*
```

natural (NBO) atomic charge list, values in e, 4 entries: -1.123, 2.532, -0.645, -0.632

***

No. 12
Formula: C6H10NO
Source: the OMol25 dataset
Level of theory: ωB97M-V/def2-TZVPD

Properties
Molecular weight (Da): 112.152
HOMO level (Ha): -0.098
ΔE to the lowest compared entry with this formula, charge and spin (kcal/mol): 111.6

Structure (ORCA input):
```
! wB97M-V def2-TZVPD RIJCOSX def2/J DEFGRID3
* xyz -1 1
C -2.515 -0.809 0.120
O -3.177 0.342 0.041
C -0.992 -0.571 0.320
C -0.596 0.744 -0.197
C 0.658 1.355 -0.208
C 1.806 0.600 0.453
N 3.123 0.699 -0.159
C 2.390 -0.463 -0.425
H -2.752 -1.479 0.988
H -2.689 -1.476 -0.762
H -0.785 -0.552 1.398
H -0.388 -1.407 -0.053
H -1.515 1.308 -0.417
H 0.315 0.609 -1.148
H 0.691 2.427 -0.075
H 1.881 0.730 1.534
H 1.935 -0.617 -1.433
H 2.611 -1.441 0.023
*
```

Löwdin atomic charge list, values in e, 4 entries: -0.537, -0.330, -0.172, -0.068

***

No. 13
Formula: C2H5CdF20NO5P3S2
Source: the OMol25 dataset
Level of theory: ωB97M-V/def2-TZVPD

Properties
Molecular weight (Da): 772.492
HOMO level (Ha): -0.114
ΔE to the lowest compared entry with this formula, charge and spin (kcal/mol): 113.7

Structure (ORCA input):
```
! wB97M-V def2-TZVPD RIJCOSX def2/J DEFGRID3
* xyz -3 1
Cd 0.039 -0.055 -0.114
C -1.620 -4.329 -4.219
C -1.557 -3.971 -2.739
O -0.634 -2.957 -2.428
H -1.863 -3.501 -4.885
H -2.385 -5.093 -4.357
H -0.648 -4.684 -4.560
H -1.324 -4.804 -2.076
H -2.531 -3.771 -2.291
N -3.100 0.562 0.682
S -4.194 -0.146 1.517
O -5.174 -1.011 0.855
O -4.553 0.244 2.873
F -3.117 -1.272 1.793
S -4.380 1.697 0.276
O -4.829 2.641 1.271
O -5.333 1.372 -0.831
F -3.478 2.726 -0.560
P 2.190 2.630 -2.870
F 3.697 3.162 -2.877
F 2.411 1.650 -4.114
F 2.552 1.365 -1.850
F 0.711 2.038 -2.706
F 1.958 3.597 -1.617
F 1.653 3.899 -3.709
P 0.624 3.488 3.866
F -0.772 4.148 3.338
F 0.607 4.369 5.193
F -0.289 2.297 4.528
F 2.110 2.850 4.266
F 0.781 2.714 2.434
F 1.520 4.662 3.072
P 4.409 -2.355 1.861
F 2.969 -1.650 1.768
F 3.773 -3.726 2.377
F 4.038 -2.896 0.414
F 5.927 -2.964 1.857
F 5.153 -1.080 1.136
F 4.659 -1.842 3.426
*
```

natural (NBO) atomic charge list, values in e, 4 entries: 1.296, -0.615, -0.112, -0.513

***

No. 14
Formula: C24H29BiN5OPS
Source: the OMol25 dataset
Level of theory: ωB97M-V/def2-TZVPD

Properties
Molecular weight (Da): 675.551
HOMO level (Ha): -0.514
ΔE to the lowest compared entry with this formula, charge and spin (kcal/mol): 0.0

Structure (ORCA input):
```
! wB97M-V def2-TZVPD RIJCOSX def2/J DEFGRID3
* xyz 2 1
Bi 0.711 -1.605 -0.143
N -1.353 -2.590 3.880
C -0.950 -2.416 2.617
S 0.606 -1.609 2.420
N -1.750 -2.856 1.682
N -1.337 -2.661 0.405
C -2.082 -3.153 -0.507
C -1.763 -2.985 -1.931
C -2.466 -3.684 -2.896
C -2.115 -3.518 -4.227
C -1.074 -2.664 -4.551
C -0.424 -1.999 -3.526
N -0.768 -2.141 -2.243
H -0.773 -2.321 4.653
H -2.213 -3.086 4.052
H -2.970 -3.704 -0.213
H -3.265 -4.355 -2.604
H -2.645 -4.056 -5.003
H -0.770 -2.513 -5.578
H 0.397 -1.321 -3.738
C -0.611 1.295 -1.968
P -0.619 0.712 -0.252
C -2.327 0.400 0.202
C -3.248 -0.038 -0.752
C -4.557 -0.300 -0.376
C -4.946 -0.134 0.949
C -4.030 0.302 1.900
C -2.720 0.570 1.532
C -0.051 2.107 0.743
C 0.959 2.033 1.699
C 1.290 3.160 2.441
C 0.622 4.357 2.230
C -0.386 4.434 1.276
C -0.727 3.313 0.536
H -1.344 2.092 -2.076
H -0.867 0.489 -2.655
H 0.382 1.679 -2.205
H -2.956 -0.162 -1.788
H -5.278 -0.621 -1.118
H -5.972 -0.329 1.237
H -4.340 0.445 2.928
H -2.009 0.925 2.271
H 1.492 1.112 1.863
H 2.073 3.098 3.189
H 0.884 5.235 2.808
H -0.914 5.365 1.111
H -1.534 3.385 -0.182
C 3.913 2.390 -0.457
N 4.483 1.095 -0.070
C 5.940 1.062 0.110
C 3.710 0.052 0.196
C 4.360 -1.204 0.717
O 2.458 0.126 0.056
H 4.242 3.151 0.251
H 2.831 2.338 -0.449
H 4.263 2.666 -1.452
H 6.376 1.827 -0.525
H 6.356 0.105 -0.185
H 6.218 1.272 1.143
H 4.923 -0.987 1.625
H 5.055 -1.631 -0.006
H 3.604 -1.948 0.957
*
```

natural (NBO) atomic charge list, values in e, 4 entries: 1.380, -0.752, 0.321, -0.240